1.
A structure of composition C11H32O11SV in a non-equilibrium geometry, computed with ωB97M-V/def2-TZVPD.

Properties
Gap between HOMO and LUMO: 8.350 eV
HOMO level: -6.00 eV
Net charge: -1
LUMO level: 2.4 eV

Each line ends with the Mulliken charge.
CARTESIAN COORDINATES (ANGSTROEM)
O1 -3.31 1.41 1.14  -0.33
O2 -1.35 1.26 -0.86  -0.53
H1 -2.69 -0.08 -3.12  0.00
O3 -2.33 3.05 3.06  -0.83
V1 -0.83 1.07 0.65  1.13
H2 -1.97 0.48 -6.01  0.36
O4 -0.72 3.05 1.29  -0.50
C1 1.78 -0.15 -2.87  -1.09
C2 3.76 -0.37 -1.16  -1.35
H3 -0.84 -1.72 -3.66  0.16
O5 -0.71 1.37 2.71  -0.41
H4 0.98 -0.70 -3.37  0.04
C3 -1.07 -1.79 1.80  -0.42
C4 -2.53 -0.42 -4.15  0.67
O6 3.96 -1.19 4.46  -0.58
H5 -1.52 -2.16 -5.14  0.37
H6 -0.74 0.62 -4.78  0.19
H7 1.55 -0.69 5.35  0.25
H8 1.78 -0.53 2.73  -0.40
H9 2.39 1.11 2.54  0.40
H10 4.22 -0.95 -0.36  0.34
H11 -1.65 -1.74 2.72  0.35
H12 -5.13 1.72 1.87  0.30
O7 0.05 3.56 3.45  -0.72
C5 2.55 -1.05 -1.78  1.01
H13 1.28 0.71 -2.42  0.33
O8 0.69 0.78 0.51  -0.54
C6 2.16 0.22 5.27  -1.15
C7 3.26 0.00 4.24  0.36
H14 3.38 -0.28 2.03  0.17
H15 4.52 -0.03 -1.87  0.45
C8 -1.80 -1.81 -4.15  -1.11
H16 -2.16 1.65 -4.62  0.28
C9 -4.67 1.30 0.97  -0.82
S1 -0.94 2.80 2.69  1.20
H17 1.44 1.00 5.02  0.30
H18 1.84 -1.27 -0.99  -0.20
H19 -3.62 -1.08 -5.57  0.36
C10 2.68 0.08 2.78  -0.27
H20 2.64 0.36 6.24  0.34
H21 3.43 0.54 -0.64  0.30
O9 3.00 -2.31 -2.37  -0.62
H22 -5.01 0.27 0.97  0.23
H23 -2.34 -2.67 -3.73  0.38
H24 -0.06 -1.44 2.01  -0.14
H25 2.40 0.45 -3.54  0.41
H26 3.79 -2.16 -2.89  0.33
H27 -3.11 2.12 1.76  0.43
H28 -1.10 -2.85 1.56  0.35
H29 3.51 -1.91 4.00  0.34
H30 3.95 0.84 4.34  0.29
O10 -1.72 -0.96 0.84  -0.28
C11 -1.82 0.66 -4.94  -1.04
H31 -2.59 -1.33 0.65  0.23
H32 -4.90 1.84 0.05  0.27
O11 -3.76 -0.68 -4.71  -0.57



2.
A cluster of 5 separate species, C11H32O5 in total in a non-equilibrium geometry, computed with ωB97M-V/def2-TZVPD.

Properties
SMILES: CC(C)O.CC(C)O.CC(C)O.CO.CO
Gap between HOMO and LUMO: 10.364 eV
HOMO level: -9.83 eV
LUMO level: 0.5 eV

Each line ends with the Mulliken charge.
CARTESIAN COORDINATES (ANGSTROEM)
O1 -11.54 -4.85 14.09  -0.40
H1 -3.33 -5.55 9.91  0.35
O2 -9.89 -8.54 13.25  -0.52
H2 -4.99 -2.21 13.10  0.35
H3 -11.21 -6.95 16.05  -0.05
H4 -11.82 -8.83 17.50  0.41
H5 -5.82 -4.71 12.09  0.07
C1 -9.44 -7.64 12.24  -0.20
H6 -13.53 -5.75 15.86  0.27
H7 -12.90 -9.52 16.33  0.31
C2 -10.30 -4.38 14.56  -0.60
O3 -12.43 -7.58 14.34  -0.66
H8 -10.74 -8.33 13.56  0.37
O4 -4.04 -5.03 10.35  -0.54
H9 -13.15 -6.28 17.49  0.38
H10 -9.70 -7.99 11.20  0.28
C3 -4.95 -6.06 10.83  0.52
H11 -8.11 -0.33 13.83  0.40
H12 -12.24 -6.64 14.01  0.41
C4 -12.18 -7.49 15.83  0.87
C5 -5.99 -1.79 12.99  -1.26
C6 -13.34 -6.63 16.51  -1.26
H13 -6.20 -6.31 12.53  0.26
H14 -9.52 -4.86 14.01  0.19
H15 -6.47 -2.22 12.01  0.23
H16 -11.17 -9.52 16.11  0.34
C7 -6.17 -6.35 9.82  -1.24
H17 -8.30 -7.54 12.33  -0.02
C8 -6.90 -2.16 14.12  0.72
H18 -8.81 -1.73 13.12  0.41
H19 -4.38 -7.04 10.88  0.24
H20 -5.94 -6.63 8.79  0.37
H21 -10.16 -3.30 14.44  0.22
C9 -8.27 -1.42 13.99  -1.54
O5 -7.15 -3.53 14.15  -0.44
H22 -6.34 -3.99 14.39  0.30
C10 -11.97 -8.87 16.47  -1.43
H23 -6.76 -7.17 10.25  0.27
H24 -14.21 -7.25 16.58  0.36
H25 -6.81 -5.53 9.57  0.32
H26 -4.61 -5.59 12.92  0.40
H27 -6.42 -1.73 15.02  0.14
H28 -5.80 -0.70 12.94  0.41
H29 -8.98 -1.51 14.83  0.33
H30 -10.05 -4.63 15.56  0.32
H31 -11.90 -4.17 13.56  0.24
C11 -5.39 -5.71 12.17  -0.99
H32 -9.77 -6.60 12.34  0.10



3.
A structure of composition C11H33I2N5O3PSrTe in a non-equilibrium geometry, computed with ωB97M-V/def2-TZVPD.

Properties
Gap between HOMO and LUMO: 7.110 eV
HOMO level: -9.90 eV
Net charge: +1
LUMO level: -2.8 eV

Each line ends with the Mulliken charge.
CARTESIAN COORDINATES (ANGSTROEM)
H1 4.73 -3.15 0.86  0.37
O1 -0.14 -1.15 -1.57  -0.52
H2 -2.85 2.70 -4.90  0.42
N1 -0.70 -1.87 2.49  -0.28
C1 0.25 1.94 3.75  -0.75
H3 -1.21 0.26 5.08  0.26
H4 -2.44 -4.52 -2.81  0.31
N2 2.28 1.11 -0.77  -0.26
H5 2.74 0.33 -1.23  0.14
H6 0.44 -1.25 4.11  0.02
C2 1.58 1.24 3.77  -0.72
H7 -3.27 1.39 -2.81  0.30
I1 3.11 -2.89 2.95  0.06
H8 -1.48 2.92 -3.80  0.22
H9 -1.68 -2.01 2.22  0.19
H10 1.29 1.60 -2.56  0.23
H11 0.74 3.92 -1.90  0.34
C3 -1.47 -4.10 -3.07  -1.12
C4 -2.55 1.07 -3.57  -0.23
H12 -3.01 0.32 -4.22  0.34
H13 -1.36 1.81 -5.17  0.30
N3 -0.81 1.10 3.18  -0.09
H14 -2.35 -0.14 3.78  0.51
C5 -1.65 -2.72 -3.64  -0.23
C6 -1.30 -0.01 4.02  -0.91
N4 2.04 0.80 2.43  -0.20
H15 -1.58 1.72 2.95  0.23
H16 2.34 1.91 4.21  0.42
H17 0.03 2.24 4.78  0.36
H18 3.68 -4.58 0.98  0.40
H19 -1.09 -2.03 4.59  0.42
O2 -2.38 -1.89 -2.63  -0.22
H20 1.54 3.65 -0.32  0.33
Sr1 0.16 0.11 0.76  1.06
C7 0.97 3.16 -1.14  -0.66
P1 -1.57 -0.74 -1.90  0.17
H21 -0.92 2.35 -1.27  -0.06
C8 3.72 -3.51 1.02  -0.84
H22 -0.22 -2.76 2.41  0.14
C9 -0.62 -1.36 3.86  -0.28
H23 3.01 1.55 -0.19  0.16
O3 -1.38 0.48 -2.92  -0.10
H24 -0.68 3.21 0.09  0.21
H25 -1.01 -4.76 -3.80  0.39
H26 0.31 2.87 3.16  0.36
H27 1.51 0.37 4.42  0.30
H28 -2.30 -2.72 -4.52  0.34
I2 2.49 -2.80 -0.56  0.12
N5 -0.24 2.55 -0.55  -0.03
H29 -0.82 -4.04 -2.20  0.21
C10 -2.03 2.20 -4.41  -1.17
C11 1.86 2.11 -1.79  -0.50
H30 2.54 1.56 1.98  0.16
H31 -0.69 -2.26 -3.84  0.32
Te1 -3.02 0.03 -0.12  -0.31
H32 2.71 2.63 -2.23  0.40
H33 2.70 0.03 2.56  0.00



4.
A cluster of 11 separate species, C11H33N11O22 in total in a non-equilibrium geometry, computed with ωB97M-V/def2-TZVPD.

Properties
SMILES: C[N+](=O)[O-].C[N+](=O)[O-].C[N+](=O)[O-].C[N+](=O)[O-].C[N+](=O)[O-].C[N+](=O)[O-].C[N+](=O)[O-].C[N+](=O)[O-].C[N+](=O)[O-].C[N+](=O)[O-].C[N+](=O)[O-]
Gap between HOMO and LUMO: 10.429 eV
HOMO level: -10.70 eV
LUMO level: -0.3 eV

Each line ends with the Mulliken charge.
CARTESIAN COORDINATES (ANGSTROEM)
N1 3.44 3.07 0.27  0.79
O1 -1.84 5.56 1.36  -0.52
H1 -2.94 3.71 3.58  0.29
H2 -1.25 0.28 0.74  -0.12
H3 2.45 -6.09 0.84  0.33
N2 1.91 -4.09 0.90  0.87
O2 4.74 -0.20 4.29  -0.58
C1 3.72 -2.43 -2.11  -0.74
H4 -0.30 1.78 0.52  0.09
H5 5.40 -0.72 1.91  0.34
O3 4.41 2.82 -0.42  -0.54
N3 -1.90 4.52 1.96  0.89
O4 -1.93 1.26 -2.09  -0.38
H6 -0.04 -3.02 -2.17  -0.13
N4 0.60 -0.05 -0.04  0.94
H7 -0.64 4.27 -0.47  -0.03
O5 1.78 -0.08 0.26  -0.42
O6 -1.99 -1.80 1.98  -0.46
C2 -0.79 0.39 -3.92  -0.47
H8 -1.03 -3.57 -0.78  0.20
O7 2.72 -0.60 3.66  -0.51
H9 3.94 -3.18 -1.37  0.23
O8 -2.72 -4.52 -2.83  -0.60
H10 3.36 -1.48 -1.72  0.25
O9 -2.90 -3.21 0.61  -0.60
C3 -4.40 0.26 -0.22  -0.63
O10 2.28 2.81 -0.03  -0.34
H11 4.40 4.67 1.33  0.34
H12 -3.60 3.31 2.02  0.14
H13 -3.64 -2.47 3.59  0.33
O11 2.33 -4.15 -2.84  -0.56
C4 -0.27 0.75 0.85  -0.49
H14 -1.37 -0.52 -3.94  0.16
C5 -3.67 -3.16 2.75  -0.94
N5 2.61 -2.98 -2.97  1.03
H15 -4.10 1.28 -0.44  0.27
C6 4.33 -0.59 2.03  -0.11
H16 2.68 4.45 1.61  0.26
H17 0.04 0.62 1.88  0.41
N6 -0.06 6.14 -1.26  1.06
H18 4.56 -2.30 -2.80  0.33
H19 -5.31 -0.15 -0.64  0.31
C7 -3.17 4.12 2.61  -0.65
O12 -0.90 6.68 -1.93  -0.60
H20 -3.47 -4.20 3.04  0.32
O13 2.06 -2.21 -3.72  -0.55
H21 -3.93 4.89 2.66  0.31
H22 0.12 0.34 -3.33  0.18
O14 -5.61 -0.26 1.71  -0.58
H23 -0.50 4.34 -2.21  0.26
H24 -0.61 0.80 -4.91  0.34
O15 -2.27 2.17 -3.99  -0.55
C8 -0.78 -3.73 -1.83  -0.26
H25 -4.68 -3.32 2.36  0.34
N7 -4.62 0.29 1.26  0.90
O16 -2.26 -2.40 -2.99  -0.62
H26 1.02 4.44 -1.10  0.06
N8 -2.03 -3.53 -2.62  1.03
O17 -3.69 0.69 1.95  -0.48
N9 -1.70 1.38 -3.27  0.77
O18 1.53 -4.16 2.04  -0.54
C9 2.05 -5.35 0.15  -0.75
N10 3.92 -0.49 3.44  0.94
H27 -0.28 -4.68 -2.00  0.25
N11 -2.76 -2.67 1.69  0.99
O19 2.09 -3.04 0.33  -0.35
H28 3.88 3.29 2.32  0.27
H29 4.05 0.33 1.53  -0.01
O20 -0.99 3.73 2.09  -0.48
C10 -0.02 4.64 -1.29  -0.16
H30 1.07 -5.61 -0.24  0.24
O21 0.82 6.71 -0.67  -0.61
C11 3.62 3.93 1.48  -0.77
H31 -3.56 -0.40 -0.39  0.21
H32 2.76 -5.25 -0.66  0.24
H33 3.75 -1.40 1.58  -0.07
O22 0.09 -0.66 -0.94  -0.34



5.
A cluster of 6 separate species, C11H35O6 in total in a non-equilibrium geometry, computed with ωB97M-V/def2-TZVPD.

Properties
Gap between HOMO and LUMO (alpha / beta): 2.584 / 10.869 eV
HOMO level (alpha / beta): -2.01 / -10.39 eV
<S²>: 0.7505
Multiplicity: 2
LUMO level (alpha / beta): 0.6 / 0.5 eV

Each line ends with the Mulliken charge.
CARTESIAN COORDINATES (ANGSTROEM)
H1 -9.29 -4.99 16.62  0.24
H2 -2.91 -5.06 19.82  0.47
H3 -3.81 -2.30 19.18  0.23
O1 -8.89 -3.19 20.19  0.39
H4 -2.95 -2.23 20.74  0.52
H5 -9.13 -6.67 16.82  0.43
H6 -9.31 -1.99 16.57  0.10
C1 -8.07 -1.57 15.17  0.48
H7 -9.05 -2.66 20.97  0.03
H8 -4.98 1.73 19.19  0.35
H9 -6.77 -7.58 17.80  0.42
C2 -10.04 -3.95 19.90  -0.99
H10 -4.99 1.28 17.49  0.34
H11 -6.53 -4.61 15.97  0.23
H12 -8.31 -3.65 14.29  0.17
C3 -5.18 0.91 18.50  -0.95
H13 -6.08 -2.42 15.36  0.07
C4 -6.58 -1.48 15.11  -1.26
O2 -5.85 -3.66 20.49  -0.14
H14 -4.15 -4.50 18.73  0.12
O3 -6.75 -4.41 16.88  -0.47
H15 -5.39 -6.45 17.68  0.28
H16 -6.28 -1.21 14.10  0.55
H17 -6.75 -2.67 19.24  0.25
H18 -6.27 -4.34 21.03  0.12
H19 -7.58 -5.40 18.42  0.07
H20 -10.97 -3.38 19.90  0.40
C5 -8.56 -5.79 16.51  -1.55
H21 -4.22 -4.04 21.68  0.41
H22 -6.27 -0.65 15.74  0.13
H23 -8.19 -2.38 13.22  0.43
H24 -7.12 -2.42 17.72  0.16
H25 -10.01 -4.44 18.93  0.00
O4 -6.60 -2.12 18.47  -1.38
C6 -6.37 -6.72 17.27  -1.56
C7 -8.62 -2.61 14.19  -1.28
H26 -9.70 -2.55 14.05  0.37
C8 -7.35 -5.58 17.37  0.82
H27 -8.56 -0.62 14.98  0.33
C9 -3.98 -4.84 19.75  -1.29
H28 -7.04 1.20 18.99  -0.20
H29 -4.51 -5.77 19.96  0.32
H30 -6.77 -1.19 18.64  0.59
H31 -8.34 -5.94 15.46  0.39
H32 -4.58 -1.72 20.76  0.33
H33 -4.37 0.21 18.73  0.10
C10 -3.92 -2.42 20.26  -1.36
O5 -6.49 0.45 18.78  0.90
H34 -10.05 -4.80 20.59  0.37
C11 -4.47 -3.76 20.66  0.26
O6 -8.36 -1.91 16.46  -0.14
H35 -6.15 -7.12 16.28  0.38



6.
A cluster of 6 separate species, C11H35O6 in total in a non-equilibrium geometry, computed with ωB97M-V/def2-TZVPD.

Properties
Gap between HOMO and LUMO: 10.530 eV
HOMO level: -12.99 eV
Net charge: +1
LUMO level: -2.5 eV

Each line ends with the Mulliken charge.
CARTESIAN COORDINATES (ANGSTROEM)
C1 1.09 -3.35 1.26  0.94
H1 -0.81 -0.07 0.39  0.29
H2 0.73 -5.28 2.45  0.43
H3 1.48 2.68 2.18  0.30
H4 -0.29 -4.18 2.68  0.46
H5 -3.93 2.19 -1.01  0.40
H6 -0.32 -4.26 0.19  0.83
H7 -4.42 0.03 0.29  0.44
H8 -3.39 -1.61 -1.29  0.36
H9 1.70 3.54 -2.31  0.32
C2 -0.28 3.91 -2.20  -1.04
O1 2.82 -0.47 -1.02  -0.39
H10 -0.32 2.45 3.44  0.35
C3 0.70 -4.18 2.62  -1.70
H11 0.64 -0.62 0.69  0.22
H12 0.06 0.71 3.67  0.25
H13 2.28 -2.13 1.91  0.25
H14 0.02 4.84 -1.64  0.37
O2 0.17 0.04 0.22  -0.10
H15 -0.43 4.27 -3.21  0.41
H16 1.23 -4.14 3.41  0.54
H17 4.24 -1.73 -1.86  0.61
H18 -3.13 -0.43 1.71  0.36
O3 0.94 2.53 -0.59  -0.24
O4 -2.50 -0.22 0.93  -0.65
H19 2.86 -2.49 -1.76  0.19
H20 0.78 1.98 -3.91  0.41
H21 0.21 -2.87 -0.55  0.47
C4 0.68 1.58 -2.83  -0.69
H22 -2.10 -0.48 -1.79  0.10
O5 1.19 1.66 2.29  -0.56
H23 -1.32 3.54 -1.70  0.01
H24 -3.87 -0.04 -2.22  0.34
H25 -0.94 -2.79 0.52  0.43
H26 -2.01 1.93 -0.51  -0.36
H27 0.43 0.80 0.89  0.72
H28 -3.22 2.14 0.62  0.42
C5 0.37 1.74 3.47  -0.73
H29 3.91 -1.92 -0.34  0.32
O6 1.43 -2.04 1.67  -0.58
C6 -3.09 -0.56 -1.43  -1.01
H30 1.94 -3.76 0.70  0.28
C7 3.54 -1.69 -1.24  -0.97
C8 -0.08 -3.39 0.31  -2.42
H31 2.89 0.26 -1.56  0.26
C9 -3.08 1.72 -0.29  -0.65
C10 -3.34 0.21 -0.11  0.23
H32 1.72 1.09 -2.60  0.04
H33 1.17 1.80 4.23  0.35
C11 0.87 2.90 -1.93  0.09
H34 -0.20 0.88 -2.77  0.10
H35 1.02 3.25 -0.04  0.19



7.
A structure of composition C11H36N3O16V in a non-equilibrium geometry, computed with ωB97M-V/def2-TZVPD.

Properties
Gap between HOMO and LUMO (alpha / beta): 6.371 / 7.325 eV
HOMO level (alpha / beta): -9.31 / -9.31 eV
<S²>: 2.0183
Multiplicity: 3
LUMO level (alpha / beta): -2.9 / -2.0 eV

Each line ends with the Mulliken charge.
CARTESIAN COORDINATES (ANGSTROEM)
H1 -2.43 -1.16 4.21  0.31
H2 1.37 2.05 -1.65  0.13
H3 -2.01 2.21 0.75  0.43
H4 -0.49 -2.11 -1.54  0.20
H5 -1.92 5.68 1.86  0.36
O1 2.62 -1.04 1.55  -0.67
H6 4.68 -1.63 -3.00  0.31
O2 0.35 4.40 0.35  -0.63
H7 -2.48 -2.56 -2.10  0.18
H8 -3.04 -3.11 5.37  0.30
H9 -0.55 4.10 0.61  0.42
H10 -3.64 5.59 2.20  0.39
H11 -0.04 -2.75 -3.54  0.36
C1 -2.88 3.69 1.75  -0.14
H12 1.02 -1.27 -3.48  -0.11
H13 4.14 0.00 -3.10  0.24
H14 1.72 -2.80 -3.18  0.26
H15 4.34 0.24 -0.58  0.24
H16 -3.85 3.21 1.63  0.35
N1 2.99 -0.14 2.41  0.82
H17 2.76 3.75 -0.84  0.31
O3 2.69 -0.84 -1.07  0.69
O4 2.18 0.28 3.22  -0.56
H18 -5.13 -2.49 -0.91  0.39
C2 1.28 3.42 0.75  0.88
O5 0.17 -5.78 -1.22  -0.58
C3 2.67 3.84 0.24  -1.24
O6 -3.58 -2.77 4.66  -0.56
H19 -2.35 3.39 2.66  0.25
H20 1.08 2.44 0.32  -0.79
C4 -2.85 5.21 1.54  -1.21
O7 4.15 0.26 2.31  -0.55
C5 0.79 -2.25 -3.06  -0.56
O8 -2.22 -2.59 -1.18  -0.50
N2 0.01 -5.28 -0.09  0.66
H21 2.86 4.84 0.62  0.37
C6 1.06 1.61 -3.53  -0.99
H22 1.30 0.80 -4.22  0.36
O9 -1.53 0.39 1.02  -0.71
H23 -4.88 -2.21 0.81  0.34
O10 -0.46 -1.52 1.16  -0.40
C7 4.68 -0.68 -2.45  -1.19
C8 4.13 -0.72 -1.06  -0.35
O11 1.60 1.32 -2.24  -0.43
H24 3.41 3.15 0.64  0.30
H25 2.34 -0.04 -1.53  0.04
H26 5.71 -0.30 -2.40  0.38
H27 -3.42 -4.06 -0.55  0.39
O12 -0.10 -6.01 0.89  -0.56
H28 -2.61 -3.11 0.73  0.13
O13 0.46 -0.01 0.19  -0.55
H29 -3.16 5.52 0.55  0.27
H30 -0.03 1.61 -3.57  0.34
O14 0.49 -2.13 -1.66  0.49
H31 4.57 -1.40 -0.33  0.48
O15 -2.01 3.17 0.71  -0.55
C9 -2.74 -2.09 3.73  -0.28
H32 1.56 2.51 -3.88  0.34
V1 1.40 -2.09 0.26  0.93
H33 -4.10 -1.11 -0.34  0.24
H34 -1.83 -2.62 3.44  0.20
H35 1.27 3.43 1.84  0.43
N3 -0.57 -0.29 0.86  1.27
H36 -3.34 -1.94 2.83  0.02
C10 -4.40 -2.15 -0.17  -1.17
O16 -0.02 -4.01 0.02  -0.33
C11 -3.17 -3.05 -0.20  -0.16



8.
A structure of composition C11H3BF9N2O4OsS, computed with ωB97M-V/def2-TZVPD.

Properties
Gap between HOMO and LUMO: 6.966 eV
HOMO level: -13.63 eV
Net charge: +1
LUMO level: -6.7 eV

Each line ends with the Mulliken charge.
CARTESIAN COORDINATES (ANGSTROEM)
F1 0.68 0.20 2.69  -0.36
F2 -2.41 -2.30 -3.37  -0.28
Os1 -0.04 -0.15 0.46  2.37
C1 -1.82 -2.97 -2.39  0.51
B1 -0.37 0.00 3.56  0.57
F3 -2.54 -5.00 -3.31  -0.24
C2 -1.14 -2.28 -1.39  0.07
N1 -0.81 2.87 0.52  -0.38
O1 1.81 0.06 -0.06  -0.65
C3 -0.17 4.03 0.30  -0.42
F4 -0.02 -5.06 0.65  -0.24
H1 -0.66 4.98 0.39  0.55
H2 -1.76 2.71 0.82  0.22
C4 1.21 2.35 0.02  -0.23
F5 0.14 -2.34 0.59  -0.39
F6 -0.49 -1.17 4.12  -0.19
C5 -0.55 -3.02 -0.39  0.40
S1 -1.08 -0.52 -1.37  -0.19
C6 -0.60 -4.39 -0.32  -0.20
O2 3.39 4.42 -0.61  -0.49
N2 0.03 1.84 0.36  -0.10
C7 2.15 4.81 -0.34  0.50
F7 -1.36 -6.37 -1.31  -0.25
O3 3.40 1.59 -0.49  -0.63
F8 -1.05 1.06 3.93  -0.22
C8 -1.29 -5.06 -1.33  0.66
H3 3.52 3.46 -0.57  0.40
F9 -1.48 -0.38 1.74  -0.68
C9 2.27 1.32 -0.20  0.97
O4 1.80 5.95 -0.32  -0.52
C10 -1.89 -4.35 -2.36  0.13
C11 1.14 3.74 -0.03  0.29